ORCA calculation (ωB97M-V/def2-TZVPD) on CH5NO2Si in the gas phase.

Last columns: bonded neighbours and bond lengths (Å).
CARTESIAN COORDINATES (ANGSTROEM)
1 C 1.2686 -0.4585 0.1307  N2 1.236, H6 1.125, H7 1.078
2 N 0.0593 -0.6258 -0.0630  C1 1.236, O3 1.374, Si5 1.884
3 O -0.4121 -1.9122 0.0396  N2 1.374, H9 1.063
4 O -2.5004 -0.5068 0.0212  Si5 1.512
5 Si -1.4168 0.5452 -0.0497  N2 1.884, O4 1.512, H8 1.627, H10 1.555
6 H 1.7757 0.5401 0.0299  C1 1.125
7 H 2.0304 -1.2092 0.2658  C1 1.078
8 H -0.8040 1.3397 -1.3311  Si5 1.627
9 H -1.4366 -1.6317 0.0650  O3 1.063
10 H -1.3922 1.5268 1.1559  Si5 1.555

Summary:
calculated total energy = -14578.8166 eV
HOMO = -9.938 eV
LUMO = -0.189 eV
Kohn-Sham gap = 0.3583 hartree